Entry 1:
Entry from OMol25: a 10-piece molecular cluster, C40H80O10 overall (ωB97M-V/def2-TZVPD).

Each line ends with the Löwdin charge.
Positions of all 130 atoms, in Å:
C -4.10043 1.45559 2.95949  -0.17
C -2.98775 2.39966 3.33094  -0.18
C -3.13470 2.50960 4.84669  -0.19
O -3.69229 1.25682 5.25749  -0.15
C -4.04544 0.45355 4.12135  -0.18
H -3.97210 0.91382 2.01864  0.10
H -5.06200 1.96874 2.91323  0.12
H -3.06890 3.32679 2.75798  0.11
H -2.00168 2.01737 3.05040  0.08
H -3.79825 3.33348 5.11750  0.12
H -2.16355 2.63567 5.32700  0.10
H -5.01864 -0.01122 4.26201  0.12
H -3.21576 -0.24499 3.98101  0.11
C 0.32150 0.32540 0.03229  -0.14
C -0.76034 -0.32084 0.86603  -0.15
C -0.12981 -1.64153 1.31181  -0.18
O 0.82574 -1.94161 0.29544  -0.15
C 0.85045 -0.91885 -0.69048  -0.19
H 1.11520 0.83937 0.57309  0.11
H -0.11566 1.01501 -0.69462  0.09
H -1.70765 -0.50209 0.35270  0.10
H -1.03095 0.37162 1.66935  0.09
H -0.83616 -2.46497 1.42052  0.10
H 0.36167 -1.44157 2.27255  0.11
H 0.17256 -1.14537 -1.52341  0.11
H 1.84771 -0.81298 -1.11953  0.10
C -3.03712 2.85464 -0.84748  -0.14
C -3.34842 1.48466 -1.42872  -0.17
C -3.90947 1.90873 -2.78514  -0.18
O -4.84201 2.93294 -2.40431  -0.15
C -4.18561 3.72789 -1.43924  -0.19
H -2.03057 3.12412 -1.17624  0.09
H -3.06677 2.95040 0.23831  0.09
H -4.15357 0.97897 -0.89410  0.11
H -2.51752 0.79717 -1.60039  0.09
H -4.50609 1.18122 -3.33879  0.12
H -3.20780 2.35680 -3.49992  0.11
H -4.87236 4.00346 -0.63803  0.12
H -3.78674 4.63140 -1.91576  0.11
C -2.99429 -3.46133 -0.56641  -0.16
C -3.49497 -4.06086 0.75114  -0.14
C -4.28422 -2.88780 1.37937  -0.19
O -4.12502 -1.76164 0.53435  -0.17
C -3.85200 -2.22227 -0.78687  -0.20
H -3.14540 -4.18172 -1.37227  0.11
H -1.93828 -3.20070 -0.49389  0.10
H -2.65654 -4.43137 1.33752  0.10
H -4.19262 -4.88355 0.59917  0.11
H -3.96976 -2.68259 2.40298  0.11
H -5.35752 -3.10425 1.40966  0.12
H -3.47331 -1.46356 -1.46992  0.10
H -4.80768 -2.50346 -1.25866  0.12
C 1.21536 -4.93065 3.09175  -0.17
C 1.18695 -4.30945 4.47834  -0.16
C -0.25069 -4.58132 4.93052  -0.18
O -0.64321 -5.77398 4.23209  -0.15
C 0.37954 -6.19645 3.34819  -0.21
H 2.17537 -5.20773 2.66053  0.11
H 0.66653 -4.29113 2.39558  0.10
H 1.37446 -3.23565 4.45661  0.09
H 1.88536 -4.87202 5.10083  0.12
H -0.90066 -3.76554 4.60094  0.11
H -0.36500 -4.75762 5.99788  0.12
H -0.09711 -6.58285 2.44585  0.12
H 0.99234 -7.00571 3.76089  0.12
C 3.99759 0.18962 -3.52644  -0.17
C 4.82595 1.01972 -2.56073  -0.16
C 5.86323 1.61908 -3.54393  -0.19
O 5.21587 1.64899 -4.81557  -0.14
C 3.86714 1.17284 -4.66056  -0.19
H 3.06581 -0.19105 -3.09839  0.09
H 4.60232 -0.67753 -3.80513  0.13
H 5.33353 0.53426 -1.73117  0.09
H 4.21987 1.82637 -2.13951  0.11
H 6.75280 0.99018 -3.58741  0.12
H 6.12945 2.62661 -3.22063  0.11
H 3.48610 0.76277 -5.59480  0.11
H 3.27651 2.05505 -4.38690  0.09
C 3.41746 -2.57384 1.95550  -0.16
C 3.83980 -1.18770 1.41471  -0.13
C 4.56570 -1.49683 0.09863  -0.20
O 4.83145 -2.88671 0.11957  -0.13
C 3.71701 -3.49557 0.78295  -0.20
H 2.39380 -2.58990 2.31136  0.07
H 4.09212 -2.95069 2.72663  0.12
H 4.46647 -0.67742 2.14569  0.11
H 2.94589 -0.57983 1.27007  0.08
H 5.48633 -0.93811 -0.07548  0.11
H 3.96288 -1.23247 -0.78271  0.09
H 4.10730 -4.46000 1.10697  0.12
H 2.90555 -3.61011 0.05911  0.12
C -0.26484 4.50002 -3.41967  -0.16
C 0.81264 5.19818 -4.24707  -0.16
C 1.84017 4.09759 -4.46526  -0.18
O 1.77487 3.32977 -3.25218  -0.17
C 0.52074 3.45932 -2.60294  -0.21
H -0.96175 3.99074 -4.09024  0.09
H -0.86066 5.18277 -2.81364  0.11
H 1.17845 6.06531 -3.69420  0.11
H 0.33942 5.61211 -5.14146  0.11
H 2.84495 4.50986 -4.52226  0.13
H 1.60011 3.41969 -5.28638  0.10
H 0.71858 3.78245 -1.57848  0.12
H -0.08191 2.54715 -2.60350  0.08
C 0.47170 0.76982 -6.48419  -0.16
C 0.60251 -0.51759 -5.70451  -0.17
C 0.13054 -0.16330 -4.29746  -0.17
O -0.70800 0.98766 -4.48514  -0.16
C -0.78786 1.36792 -5.84347  -0.20
H 0.36708 0.60198 -7.55595  0.12
H 1.36546 1.38355 -6.33638  0.09
H 1.62377 -0.90396 -5.75622  0.11
H -0.01444 -1.26756 -6.20987  0.12
H 0.98205 0.08571 -3.66059  0.10
H -0.49696 -0.93394 -3.84951  0.11
H -0.84220 2.44940 -5.96142  0.11
H -1.65915 0.89717 -6.31469  0.12
C 0.51930 0.08256 5.15555  -0.15
C 0.97640 1.05480 4.05133  -0.16
C 1.45164 2.28102 4.81499  -0.22
O 1.72425 1.83625 6.12521  -0.13
C 0.66700 0.91549 6.42153  -0.19
H 1.18804 -0.77740 5.20605  0.10
H -0.48807 -0.29677 4.97992  0.10
H 0.13508 1.31743 3.40325  0.08
H 1.71973 0.60813 3.38950  0.10
H 0.67335 3.06092 4.84528  0.12
H 2.30191 2.78697 4.35406  0.12
H -0.21610 1.48878 6.72650  0.12
H 0.96785 0.33861 7.29576  0.12

Atoms 1-6, force components in eV/Å:
-0.01 -1.18 -0.16
0.34 0.60 -0.68
0.13 -0.29 -0.52
-0.30 0.03 0.39
0.24 1.32 -0.22
0.12 0.22 -0.09

## Properties
HOMO level: -9.43 eV
Molecular weight: 721.07 g/mol
Gap between HOMO and LUMO: 10.0 eV
Relative energy (zero: lowest compared OMol25 entry of this formula, charge and spin): 0.552 eV
Net charge: 0
SMILES: C1CCOC1.C1CCOC1.C1CCOC1.C1CCOC1.C1CCOC1.C1CCOC1.C1CCOC1.C1CCOC1.C1CCOC1.C1CCOC1
Calculated total energy: -2324.30712 a.u.

***

Entry 2:
Entry from OMol25: C9H27BaF3O8 as an isolated structure (ωB97M-V/def2-TZVPD).

Each line ends with the Löwdin charge.
Positions of all 48 atoms, in Å:
Ba 0.43124 -1.71175 -1.81752  1.96
O 0.18310 0.63111 -0.60550  -0.55
H 0.42418 0.15802 0.20849  -0.06
C -2.40159 -2.68521 0.08175  -0.50
O -1.04925 -2.51512 0.52244  -0.24
O -2.34501 -2.15691 -1.17689  -0.33
C -2.99032 -4.09566 0.29799  -0.56
F -2.15306 -5.06760 -0.14621  0.12
F -3.21179 -4.34303 1.60585  0.13
F -4.14304 -4.23006 -0.35706  0.16
C -0.79945 -2.31873 1.91835  -0.26
C 0.69041 -2.15650 2.13835  -0.06
H 1.05578 -1.29294 1.58058  0.05
H 0.90996 -2.00992 3.19611  0.09
H 1.23538 -3.06827 1.88051  0.08
H -1.22625 -3.05400 2.60594  0.12
H -1.30081 -1.41138 2.27452  0.12
H -3.09017 -2.04661 0.65985  0.14
C -2.05181 2.96587 -1.77911  -0.15
O -1.01915 2.20011 -2.39351  -0.15
H -1.73605 3.27863 -0.78324  0.08
H -2.23963 3.80427 -2.45046  0.08
H -2.99728 2.42168 -1.70971  0.07
H -0.55438 1.71913 -1.67984  0.00
C 2.11925 2.46623 -3.18303  -0.16
O 2.32731 1.73472 -1.98603  -0.15
H 3.07675 2.79581 -3.57957  0.08
H 1.53002 1.99677 -3.97622  0.07
H 1.52739 3.35130 -2.93179  0.08
H 1.48061 1.46619 -1.57999  0.00
C 1.91325 2.96914 1.49986  -0.13
O 2.02198 1.61053 1.09095  -0.17
H 2.45066 3.03877 2.44590  0.08
H 2.44322 3.56433 0.74877  0.08
H 0.86604 3.26018 1.59081  0.08
H 1.26745 1.40440 0.48891  0.00
C 3.97975 -1.77468 -0.09870  -0.13
O 2.87262 -1.10709 -0.66623  -0.31
H 3.94118 -1.69122 0.99165  0.09
H 4.02914 -2.84071 -0.31297  0.09
H 4.90947 -1.29864 -0.41705  0.09
H 2.85187 -0.16736 -0.41135  0.06
C -2.90349 1.02856 1.08447  -0.16
O -1.55239 1.24351 1.46018  -0.15
H -2.96974 0.31654 0.25601  0.08
H -3.45155 0.56456 1.90698  0.08
H -3.37137 1.97844 0.82096  0.07
H -0.98039 1.07460 0.68582  0.01

Atoms 1-6, force components in eV/Å:
-1.87 0.56 1.06
0.50 -1.33 0.02
-0.32 -0.07 -0.19
-0.33 2.87 -2.02
0.77 -1.06 1.65
0.37 -1.58 -0.07

## Properties
HOMO level: -8.32 eV
Molecular weight: 457.63 g/mol
Gap between HOMO and LUMO: 7.2 eV
Net charge: 0
Calculated total energy: -1286.08829 a.u.

***

Entry 3:
Entry from OMol25: one molecule with the formula C22H25NO3 (ωB97M-V/def2-TZVPD).

Each line ends with the Löwdin charge.
Positions of all 51 atoms, in Å:
C 1.81852 4.43969 0.08537  -0.10
C 1.56761 3.98117 -1.34572  -0.24
H 0.62948 3.42666 -1.39924  0.10
H 1.48222 4.85324 -1.99714  0.11
C 2.70190 3.09089 -1.86222  -0.10
C 2.81522 1.81516 -1.05739  -0.51
O 3.78161 1.48332 -0.42167  0.12
O 1.69897 1.09051 -1.15417  0.02
C 1.65535 -0.16187 -0.44388  -0.22
C 0.81283 -1.10729 -1.25792  -0.09
C 1.25406 -1.45986 -2.52699  0.02
C 0.52487 -2.30690 -3.34378  -0.27
C -0.68430 -2.79809 -2.86220  -0.03
C -1.14365 -2.45449 -1.60862  0.01
C -0.39935 -1.61191 -0.78532  -0.13
N -0.88111 -1.24812 0.48835  0.05
C -1.52468 -2.15561 1.28499  -0.39
O -1.66146 -3.32628 0.99385  0.10
C -2.09302 -1.61992 2.56372  -0.16
C -1.62300 -2.09974 3.78017  -0.02
C -2.20273 -1.67702 4.96322  -0.07
C -3.26652 -0.79068 4.93785  -0.09
C -3.75388 -0.32899 3.72624  -0.08
C -3.17061 -0.74046 2.54145  -0.03
H -3.55627 -0.39076 1.59463  0.12
H -4.59229 0.35153 3.70398  0.10
H -3.72181 -0.46592 5.86166  0.10
H -1.82813 -2.04579 5.90649  0.10
H -0.80296 -2.80231 3.79031  0.12
C -0.41981 0.03890 0.98779  -0.30
C -1.01926 1.18140 0.17128  -0.01
H -0.67178 2.13400 0.56250  0.08
H -0.72883 1.10228 -0.87248  0.08
H -2.10451 1.15574 0.23485  0.08
C 1.11134 0.03391 0.96970  -0.04
H 1.49911 0.96601 1.38259  0.13
H 1.46597 -0.78789 1.59508  0.14
H -0.75000 0.13416 2.02694  0.14
H -2.08433 -2.84340 -1.25652  0.11
H -1.27648 -3.45471 -3.48247  0.12
C 1.01899 -2.69718 -4.70289  -0.05
H 1.28161 -3.75468 -4.71627  0.08
H 0.24460 -2.53827 -5.45148  0.08
H 1.89809 -2.12079 -4.97907  0.07
H 2.19537 -1.05708 -2.87433  0.13
H 2.68966 -0.52920 -0.38293  0.16
H 3.65656 3.61435 -1.80160  0.12
H 2.50613 2.81842 -2.90083  0.12
H 2.74319 5.00888 0.14692  0.08
H 1.90478 3.58570 0.75382  0.07
H 1.00272 5.06931 0.43341  0.07

Atoms 1-6, force components in eV/Å:
-0.13 -0.01 -0.22
0.12 0.00 0.07
-0.04 0.05 -0.07
-0.05 -0.06 -0.04
-0.16 -0.01 0.06
0.46 0.40 -0.20

## Properties
HOMO level: -8.37 eV
Molecular weight: 351.45 g/mol
Gap between HOMO and LUMO: 9.1 eV
Relative energy (zero: lowest compared OMol25 entry of this formula, charge and spin): 0.533 eV
Net charge: 0
SMILES: CCCC(=O)O[C@H]1C[C@@H](C)N(C(=O)c2ccccc2)c2ccc(C)cc21
Calculated total energy: -1133.86095 a.u.